{"formula": "C2H8N2O2", "method": "the ωB97M-V functional and the def2-TZVPD basis", "e_tot_ev": -9271.542, "relative_energy_kj_mol": 807.4, "gap_ev": 5.03, "multiplicity": 1, "elements": ["C", "N", "C", "N", "O", "H", "H", "H", "H", "H", "H", "H", "H", "O"], "coordinates": [[-1.43584, 0.34382, 0.25237], [-0.27092, 0.23985, 1.01671], [0.77824, 1.18276, 0.78080], [1.93820, 0.52815, 0.70647], [0.51812, 2.29681, 0.41055], [-1.51787, -0.65184, -0.20852], [-2.31282, 0.34527, 0.91160], [-1.43224, 1.14767, -0.46927], [0.18332, -2.71528, -0.57408], [2.01331, -0.14570, 1.47458], [1.29947, 0.15709, -2.50283], [0.57927, 0.00883, -2.61095], [-0.01212, -0.78664, 1.09605], [-0.32812, -1.95078, -0.28348]]}

=====

{"formula": "C2H8N2O2", "method": "the ωB97M-V functional and the def2-TZVPD basis", "e_tot_ev": -9275.883, "smiles": "NC=O.CNO", "relative_energy_kj_mol": 388.6, "gap_ev": 10.05, "multiplicity": 1, "elements": ["C", "N", "O", "H", "H", "H", "H", "H", "N", "C", "O", "H", "H", "H"], "coordinates": [[1.53397, 0.93325, 0.45142], [0.33917, -0.22173, 0.90016], [0.80472, -1.56775, 1.02787], [0.49070, -1.98828, 0.19659], [-0.05564, -0.01995, 1.82166], [2.48322, 0.39930, 0.46334], [1.53775, 1.48556, -0.48856], [1.47397, 1.63598, 1.27934], [-2.10912, 0.06233, -0.72412], [-0.78944, -0.28888, -0.95834], [-0.48676, -1.39772, -1.41172], [-2.78457, -0.68235, -0.83478], [-2.35011, 1.03487, -0.59741], [-0.08786, 0.61539, -1.12547]]}

=====

{"formula": "C2H8N2P2", "method": "the ωB97M-V functional and the def2-TZVPD basis", "e_tot_ev": -23758.084, "smiles": "C1CNP[PH2]=N1", "relative_energy_kj_mol": 198.9, "gap_ev": 7.58, "multiplicity": 1, "elements": ["C", "C", "N", "N", "P", "P", "H", "H", "H", "H", "H", "H", "H", "H"], "coordinates": [[-0.19556, 1.14529, -0.40531], [-1.35286, 0.46233, 0.35182], [1.06481, 1.06843, 0.35869], [-1.45291, -1.00977, -0.00133], [2.14053, -0.26834, 0.07000], [0.04366, -1.69722, 0.03371], [-0.18186, 0.72676, -1.34827], [-0.24530, 2.28659, -0.51665], [-1.30462, 0.51435, 1.39565], [-2.27729, 0.76968, -0.00625], [1.30209, 1.83646, 0.92783], [2.25259, -0.40657, -1.30797], [-0.17691, -2.89763, -0.84448], [0.38363, -2.53036, 1.29256]]}

=====

{"formula": "C2H8N2S", "method": "the ωB97M-V functional and the def2-TZVPD basis", "e_tot_ev": -16018.713, "smiles": "[H]/N=C/N.CS", "relative_energy_kj_mol": 8.0, "gap_ev": 8.90, "multiplicity": 1, "elements": ["C", "S", "H", "H", "H", "N", "C", "N", "H", "H", "H", "H", "H"], "coordinates": [[-2.28478, 0.23627, -0.26711], [-1.23844, 0.27901, -1.74867], [-1.79660, 0.74641, 0.55297], [-3.20099, 0.79277, -0.43973], [-2.54683, -0.76913, 0.05240], [0.97376, -1.17330, -0.20459], [1.79852, -0.42235, 0.40388], [1.45390, 0.80328, 0.85659], [-0.17190, -0.34967, -1.08690], [1.47381, -2.01034, -0.48243], [2.86515, -0.63425, 0.42200], [2.18421, 1.42307, 1.14431], [0.49019, 1.07824, 0.79728]]}

=====

{"formula": "C2H8N2S2", "method": "the ωB97M-V functional and the def2-TZVPD basis", "e_tot_ev": -26849.521, "smiles": "[H]/N=S(/C)#S(/C)=N\\[H]", "relative_energy_kj_mol": 475.0, "gap_ev": 6.84, "multiplicity": 1, "elements": ["C", "C", "N", "N", "S", "S", "H", "H", "H", "H", "H", "H", "H", "H"], "coordinates": [[-0.02619, 1.39748, -0.86615], [-0.50169, -1.32056, 1.55152], [2.57834, 0.94495, -1.05169], [-0.74851, -1.30017, -0.99078], [1.23981, 0.79385, 0.21330], [0.45289, -1.58465, -0.04968], [-0.60348, 0.42362, -1.04535], [0.62930, 1.85454, -1.62474], [-0.70791, 2.06984, -0.33883], [-0.71642, -0.24699, 1.54337], [0.04098, -1.69694, 2.46368], [-1.31522, -1.94446, 1.26129], [3.29819, 0.49810, -0.65852], [-0.62529, -1.65565, -1.84756]]}

=====

{"formula": "C2H8N2S2", "method": "the ωB97M-V functional and the def2-TZVPD basis", "e_tot_ev": -26851.537, "relative_energy_kj_mol": 280.5, "gap_ev": 9.58, "multiplicity": 1, "elements": ["C", "C", "N", "N", "S", "S", "H", "H", "H", "H", "H", "H", "H", "H"], "coordinates": [[-2.22899, -0.37689, 1.13663], [1.59092, -0.17582, 0.02626], [1.76226, 0.75784, -2.38998], [-0.64067, 0.38692, -1.03768], [-2.06975, -0.48827, -0.70471], [0.89698, -0.36116, -1.61960], [-3.12239, 0.15949, 1.26374], [-1.50517, 0.23018, 1.69016], [-2.34163, -1.34003, 1.41946], [2.60817, -0.40020, -0.21608], [1.08508, -0.61771, 0.82390], [1.61540, 0.80865, 0.31913], [1.71727, 0.40648, -3.35290], [-0.77411, 1.31396, -1.40778]]}

=====

{"formula": "C2H8N3", "method": "the ωB97M-V functional and the def2-TZVPD basis", "e_tot_ev": -6667.497, "charge": 1, "smiles": "CNC(N)=[NH2+]", "relative_energy_kj_mol": 109.2, "gap_ev": 11.51, "multiplicity": 1, "elements": ["C", "C", "N", "N", "N", "H", "H", "H", "H", "H", "H", "H", "H"], "coordinates": [[-0.50887, -0.32523, -0.46603], [1.17738, 0.68453, 1.34541], [-0.48586, -0.55947, -1.80392], [0.71474, 0.36610, -0.05122], [-1.55702, -0.60283, 0.31774], [1.84654, -0.02660, 1.67920], [1.65149, 1.59188, 1.23750], [0.42432, 0.76176, 2.02551], [0.31389, -0.07628, -2.23112], [-1.03274, -1.10226, -2.48909], [1.50901, 0.31633, -0.64091], [-2.41717, -0.73515, -0.17100], [-1.63571, -0.29279, 1.24793]]}

=====

{"formula": "C2H8N3", "method": "the ωB97M-V functional and the def2-TZVPD basis", "e_tot_ev": -6665.078, "charge": 1, "relative_energy_kj_mol": 342.6, "gap_ev": 9.22, "multiplicity": 1, "elements": ["C", "N", "H", "H", "H", "H", "N", "C", "N", "H", "H", "H", "H"], "coordinates": [[-1.88306, 1.44743, -1.52233], [-1.73290, 0.93402, -0.29902], [-1.01846, 1.88478, -2.06885], [-2.84104, 1.54634, -2.07323], [-2.55553, 0.67899, 0.23346], [1.15459, -2.52828, 0.42077], [0.75543, 0.25891, 1.13251], [1.60711, -0.74201, 0.87647], [1.46258, -1.72100, 0.00820], [-0.12738, 0.24098, 0.51235], [0.69415, 1.05159, 1.81995], [2.31019, -1.14329, 1.62781], [2.17431, -1.90846, -0.66808]]}

=====

{"formula": "C2H8N3", "method": "the ωB97M-V functional and the def2-TZVPD basis", "e_tot_ev": -6660.818, "charge": 1, "relative_energy_kj_mol": 753.7, "gap_ev": [10.43, 6.30], "multiplicity": 1, "elements": ["C", "C", "N", "N", "N", "H", "H", "H", "H", "H", "H", "H", "H"], "coordinates": [[0.26508, -2.67829, 0.95027], [-0.61422, 2.13424, 0.08534], [-0.36050, -0.01396, 0.89002], [0.23561, 0.41119, -1.26917], [-0.25882, 0.73813, -0.01326], [0.13551, -2.65255, -0.11552], [-0.57968, -2.38617, 1.61119], [1.31058, -3.05405, 1.18507], [-0.72152, 2.37069, 1.17483], [-1.70006, 2.10765, -0.47483], [0.20732, 2.82297, -0.34455], [-0.07854, 0.97176, -1.99736], [0.53781, -0.52164, -1.44871]]}

=====

{"formula": "C2H8N3", "method": "the ωB97M-V functional and the def2-TZVPD basis", "e_tot_ev": -6666.265, "charge": 1, "relative_energy_kj_mol": 228.1, "gap_ev": 7.99, "multiplicity": 1, "elements": ["N", "C", "N", "H", "H", "H", "H", "C", "N", "H", "H", "H", "H"], "coordinates": [[1.43013, -0.90066, 0.99755], [0.78082, 0.22127, 1.50365], [0.32598, 1.15374, 0.76337], [1.86398, -1.40545, 1.78414], [2.08315, -0.83300, 0.24291], [0.62666, 0.34612, 2.56304], [0.16856, 1.95635, 1.36741], [-1.60945, -0.18177, -1.02278], [-0.89458, -0.01315, -2.08370], [-1.70832, -1.22496, -0.66529], [-1.96643, 0.71755, -0.52010], [-0.81526, 0.92109, -2.50073], [-0.28524, -0.75712, -2.42947]]}

=====

{"formula": "C2H8N3O", "method": "the ωB97M-V functional and the def2-TZVPD basis", "e_tot_ev": -8715.259, "charge": 1, "relative_energy_kj_mol": 117.4, "gap_ev": 10.84, "multiplicity": 1, "elements": ["C", "N", "O", "H", "H", "H", "N", "C", "N", "H", "H", "H", "H", "H"], "coordinates": [[1.34605, -0.67160, 0.88569], [2.55428, -1.07977, 1.17619], [0.84637, -0.35529, -0.17840], [0.77999, -0.49564, 1.77604], [2.63723, -1.51177, 2.08023], [3.07379, -1.44805, 0.29575], [-1.63905, -0.41567, -0.53213], [-1.81078, 0.89213, -0.72579], [-0.77727, 1.72575, -0.94792], [-0.98878, -1.00770, -0.88965], [-2.48491, -0.98339, -0.52395], [-2.88518, 1.28688, -0.49898], [-0.86007, 2.75431, -1.10138], [0.20832, 1.30982, -0.81569]]}

=====

{"formula": "C2H8N3O4", "method": "the ωB97M-V functional and the def2-TZVPD basis", "e_tot_ev": -14849.042, "charge": 1, "smiles": "CN(O)/C(=[NH+]/O)N(O)O", "relative_energy_kj_mol": 0.0, "gap_ev": 10.13, "multiplicity": 1, "elements": ["C", "C", "N", "N", "N", "O", "O", "O", "O", "H", "H", "H", "H", "H", "H", "H", "H"], "coordinates": [[0.35803, -0.28803, -0.04240], [-0.44495, 1.07477, -1.86200], [-0.53533, 0.52351, -0.50951], [0.21362, -0.75049, 1.61154], [1.57421, -0.46279, -0.46683], [-1.72455, 0.74629, 0.22971], [0.10499, 0.33326, 2.32941], [-0.92914, -1.47583, 1.70395], [2.42197, -1.35391, 0.14084], [-0.33459, 0.31889, -2.70106], [-1.44146, 1.68726, -2.01650], [0.33866, 1.73147, -2.11446], [2.00269, -0.06765, -1.33248], [-2.36460, 1.17621, -0.32695], [-0.84520, 0.63373, 2.42992], [-0.57692, -2.41838, 1.81097], [2.18256, -1.40831, 1.11585]]}

=====

{"formula": "C2H8N4", "method": "the ωB97M-V functional and the def2-TZVPD basis", "e_tot_ev": -8162.343, "smiles": "C[C@H](N)/N=N\\N", "relative_energy_kj_mol": 184.1, "gap_ev": 9.67, "multiplicity": 1, "elements": ["C", "C", "N", "N", "N", "N", "H", "H", "H", "H", "H", "H", "H", "H"], "coordinates": [[-0.56696, 0.28280, -0.57960], [-0.82051, 1.20475, 0.61523], [1.89920, -0.69915, 0.29301], [-0.72757, -1.11675, -0.15393], [0.73704, 0.58046, -1.14808], [1.79741, 0.12835, -0.73588], [-1.27838, 0.54680, -1.38292], [2.81351, -1.09335, 0.43424], [1.07273, -1.14494, 0.68957], [-1.66095, -1.25066, 0.21768], [-0.62333, -1.72947, -0.95591], [-0.66607, 2.23641, 0.31077], [-0.13328, 0.96852, 1.42531], [-1.84281, 1.08621, 0.97050]]}

=====

{"formula": "C2H8N4", "method": "the ωB97M-V functional and the def2-TZVPD basis", "e_tot_ev": -8162.760, "smiles": "C=NNC(N)N", "relative_energy_kj_mol": 143.9, "gap_ev": 9.60, "multiplicity": 1, "elements": ["C", "N", "N", "N", "C", "N", "H", "H", "H", "H", "H", "H", "H", "H"], "coordinates": [[0.02432, 0.35354, 0.52264], [-0.71058, -0.76892, -0.03292], [-0.39126, 1.63546, 0.00828], [-0.18849, 0.33998, 1.94667], [0.73677, -1.21695, -1.73458], [-0.28335, -1.53120, -1.03493], [-1.32406, -1.24599, 0.61214], [1.09696, 0.18195, 0.15123], [-1.39293, 1.73913, 0.12681], [0.43051, -0.31782, 2.41069], [-0.17568, 1.71854, -0.97873], [-0.04267, 1.26759, 2.33137], [0.98902, -1.90698, -2.52375], [1.23145, -0.24832, -1.80494]]}

=====

{"formula": "C2H8N4", "method": "the ωB97M-V functional and the def2-TZVPD basis", "e_tot_ev": -8141.217, "charge": 2, "relative_energy_kj_mol": 526.0, "gap_ev": 10.35, "multiplicity": 1, "elements": ["C", "C", "N", "N", "N", "N", "H", "H", "H", "H", "H", "H", "H", "H"], "coordinates": [[-1.02644, 1.03463, 0.12923], [-2.73209, -0.78578, 0.08430], [-1.89556, 0.11991, 0.09358], [0.31021, 0.93913, 0.02866], [0.94151, -0.22089, -0.34740], [2.17197, -0.44618, 0.38236], [-1.35609, 2.12245, -0.03610], [-2.78234, -1.54413, 0.88799], [-3.23122, -1.14738, -0.82678], [0.77871, 1.86174, -0.19840], [1.18814, -0.19633, -1.73225], [2.95848, 0.15190, 0.27024], [2.71962, -1.26217, -0.10785], [1.95510, -0.62691, 1.37242]]}

=====

{"formula": "C2H8N4O", "method": "the ωB97M-V functional and the def2-TZVPD basis", "e_tot_ev": -10205.198, "relative_energy_kj_mol": 715.4, "gap_ev": [7.94, 8.68], "multiplicity": 1, "elements": ["C", "C", "N", "N", "O", "N", "N", "H", "H", "H", "H", "H", "H", "H", "H"], "coordinates": [[-1.45587, -0.04137, -1.59296], [0.23418, -1.66786, 1.80362], [0.05007, -0.68027, 0.75485], [1.32105, 2.15610, -0.31039], [-0.08956, -0.26119, -1.59873], [0.90994, 0.23333, 0.73680], [1.11212, 0.82932, -0.38405], [1.81716, 2.52676, -1.10630], [0.88850, 2.67725, 0.44415], [-1.73203, 1.01140, -1.41110], [-1.82641, -0.30043, -2.59848], [-2.00939, -0.66373, -0.87238], [0.39559, -2.62474, 1.29996], [1.07791, -1.44748, 2.46196], [-0.69326, -1.74708, 2.37305]]}

=====

{"formula": "C2H8N4O", "method": "the ωB97M-V functional and the def2-TZVPD basis", "e_tot_ev": -10190.512, "charge": 2, "relative_energy_kj_mol": 220.0, "gap_ev": 9.85, "multiplicity": 1, "elements": ["C", "C", "N", "N", "N", "N", "O", "H", "H", "H", "H", "H", "H", "H", "H"], "coordinates": [[8.63210, -4.66813, 4.26306], [-5.82643, 3.77991, -1.96349], [9.06683, -4.36609, 3.12349], [-4.85426, 1.78539, -1.15950], [9.33235, -5.48719, 1.95796], [-5.68781, 2.66484, -1.03919], [8.20978, -4.92359, 5.26908], [-5.09077, 3.79404, -2.66157], [-6.86438, 3.55869, -2.54210], [-6.04087, 4.78549, -1.48014], [9.33237, -3.39317, 2.97653], [-4.73929, 1.18855, -0.38830], [8.67734, -6.21057, 1.78906], [9.26763, -5.01093, 1.05601], [-6.24287, 2.61903, -0.22978]]}